A.
# C4H6N4

An isolated molecule of C4H6N4 (ωB97M-V/def2-TZVPD, OMol25).

Element x y z (Å)
N (1.2611, -1.1325, -1.1507)
N (-0.6052, 0.8525, -0.2182)
N (2.1633, -0.3303, -0.4250)
N (-0.9864, -0.2682, -0.8959)
C (-1.1125, 0.8938, 1.1722)
C (0.2813, 0.2551, 0.8580)
C (1.7359, 0.2928, 0.5812)
C (0.0090, -1.0013, -1.3512)
H (2.5610, 0.7985, 1.1740)
H (-1.9728, 0.1765, 1.4202)
H (-1.0313, 1.9292, 1.5296)
H (-1.7522, -0.0834, -1.6224)
H (-0.5316, -1.6353, -2.1757)
H (-0.0194, -0.7473, 1.1040)

The highest occupied orbital energy is -8.6815 eV. Its lowest unoccupied orbital energy is 0.76 eV. Its structure (SMILES) is C1=NN=C[C@H]2CN2N1.

Per-atom Mulliken charges, elementary charge units:
1 N -0.45
2 N -0.27
3 N -0.34
4 N -0.26
5 C -0.19
6 C -0.40
7 C -0.12
8 C 0.21
9 H 0.36
10 H 0.30
11 H 0.24
12 H 0.32
13 H 0.24
14 H 0.35

=====

B.
# C4H6N4

An isolated molecule of C4H6N4 (ωB97M-V/def2-TZVPD, OMol25).

Element x y z (Å)
N (-2.6456, -1.2612, -0.1396)
N (-0.3062, -1.0260, -0.2036)
N (-1.8144, 0.8717, 0.0250)
N (0.6515, 1.1824, -0.3079)
C (-0.7855, 1.5799, -0.0699)
C (1.9933, -0.9560, 0.0393)
C (0.7583, -0.1954, -0.2582)
C (-1.5772, -0.5141, -0.0432)
H (-1.0980, 2.6765, 0.1361)
H (-3.4643, -0.7577, 0.0402)
H (1.4898, 1.7907, 0.2092)
H (3.0767, -0.6486, -0.5810)
H (1.5127, -2.0714, -0.0087)
H (2.2089, -0.6709, 1.1623)

The highest occupied orbital energy is -8.8542 eV. Its lowest unoccupied orbital energy is 0.14 eV. Its structure (SMILES) is [H]/N=c1\nc[nH]c(C)n1.

Per-atom Mulliken charges, elementary charge units:
1 N -0.66
2 N -0.49
3 N -0.40
4 N -0.29
5 C -0.07
6 C -0.86
7 C 0.49
8 C 0.51
9 H 0.32
10 H 0.28
11 H 0.34
12 H 0.27
13 H 0.32
14 H 0.24

=====

C.
# C4H6N4

An isolated molecule of C4H6N4 (ωB97M-V/def2-TZVPD, OMol25).

Element x y z (Å)
N (-1.0908, -0.4121, 1.6357)
N (2.0576, -0.8685, -0.1076)
N (-0.6609, 1.2164, -2.2797)
N (0.1241, 0.1999, -0.3512)
C (1.2031, -1.1236, 0.9831)
C (0.0737, -0.4198, 0.8272)
C (1.3743, -0.1104, -0.9078)
C (-0.9860, 0.8685, -1.0898)
H (-1.4608, 1.7291, -2.7720)
H (-1.3000, 0.4292, 2.1093)
H (-0.9373, -1.1491, 2.2686)
H (2.0111, 0.3219, -1.7645)
H (1.4802, -1.7380, 1.8728)
H (-1.8882, 1.0566, -0.4241)

The highest occupied orbital energy is -8.3517 eV. Its lowest unoccupied orbital energy is 0.74 eV. Its structure (SMILES) is [H]/N=C/n1cncc1N.

Per-atom Mulliken charges, elementary charge units:
1 N -0.54
2 N -0.61
3 N -0.53
4 N 0.01
5 C -0.47
6 C 0.50
7 C -0.03
8 C 0.00
9 H 0.25
10 H 0.22
11 H 0.23
12 H 0.33
13 H 0.32
14 H 0.30

=====

Which structure is the least stable? The one labeled A.

=====

A.
# C4H6N4

An isolated molecule of C4H6N4 (ωB97M-V/def2-TZVPD, OMol25).

Element x y z (Å)
N (0.0413, 1.1535, 0.0909)
N (1.6206, -0.9779, 0.2882)
N (0.3308, -1.2101, -0.3115)
N (1.4216, 1.2581, -0.2558)
C (-0.4841, -0.1435, 0.0342)
C (-3.0841, 0.2869, 0.0534)
C (2.2486, 0.3453, 0.0673)
C (-1.9285, -0.3234, 0.1264)
H (0.3472, -1.3028, -1.2126)
H (1.4843, -1.1353, 1.3748)
H (-3.4230, 1.5023, 0.2338)
H (-2.1463, -1.5549, -0.3307)
H (-4.0798, -0.2275, -0.2095)
H (3.4067, 0.1610, -0.2264)

The highest occupied orbital energy is -9.3842 eV. Its lowest unoccupied orbital energy is -0.37 eV. Its structure (SMILES) is C=CC1=NN=CNN1.

Per-atom Mulliken charges, elementary charge units:
1 N -0.32
2 N -0.34
3 N -0.22
4 N -0.42
5 C 0.64
6 C -0.53
7 C 0.14
8 C -0.32
9 H 0.23
10 H 0.31
11 H 0.21
12 H 0.11
13 H 0.24
14 H 0.28

=====

B.
# C4H6N4

An isolated molecule of C4H6N4 (ωB97M-V/def2-TZVPD, OMol25).

Element x y z (Å)
N (-1.7685, 1.2148, 0.0031)
N (-0.6249, -0.6215, -0.1232)
N (0.6209, -1.2830, -0.0779)
N (-2.6585, 0.1340, 0.1611)
C (-1.9505, -0.9597, 0.0705)
C (0.8169, 1.1995, -0.1203)
C (1.5069, -0.1015, 0.3380)
C (-0.5749, 0.7071, -0.1090)
H (1.0945, 1.5930, -1.0896)
H (0.8085, -1.4506, -1.0376)
H (0.9871, 2.0267, 0.5279)
H (2.4947, -0.3685, -0.0397)
H (-2.3857, -1.9840, 0.0841)
H (1.6335, -0.1062, 1.4128)

The highest occupied orbital energy is -9.6760 eV. Its lowest unoccupied orbital energy is 0.74 eV. Its structure (SMILES) is c1nnc2n1NCC2.

Per-atom Mulliken charges, elementary charge units:
1 N -0.54
2 N 0.36
3 N -0.63
4 N -0.46
5 C 0.05
6 C -0.35
7 C -0.53
8 C 0.23
9 H 0.24
10 H 0.28
11 H 0.32
12 H 0.36
13 H 0.39
14 H 0.27

=====

Which structure is the least stable? The one labeled A.

=====

A.
# C4H7N3

The ion C4H7N3 with charge +2 (ωB97M-V/def2-TZVPD, OMol25).

Element x y z (Å)
N (1.6259, 0.3145, -0.0712)
N (1.9736, -2.0180, 0.1241)
N (-0.0720, 0.8986, 1.4191)
C (-1.7672, 1.4696, -0.4613)
C (-0.8243, 1.0126, 0.3079)
C (0.4873, 0.4958, 0.2177)
C (2.4298, -0.6071, -0.2383)
H (0.9839, -2.0390, 0.4701)
H (3.5386, -0.5705, -0.6109)
H (-2.0643, 0.8602, -1.2594)
H (-1.5025, 2.4918, -0.8708)
H (2.4826, -2.7839, 0.7369)
H (-2.7463, 1.5918, 0.1181)
H (0.2430, 1.4865, 2.1753)

As for the total charge: +2. The highest occupied orbital energy is -19.3685 eV. Its lowest unoccupied orbital energy is -11.51 eV.

Per-atom Mulliken charges, elementary charge units:
1 N 0.04
2 N -0.45
3 N -0.12
4 C -0.86
5 C 0.64
6 C 0.10
7 C 0.20
8 H 0.26
9 H 0.36
10 H 0.39
11 H 0.38
12 H 0.35
13 H 0.37
14 H 0.35

=====

B.
# C4H7N3

The ion C4H7N3 with charge +2 (ωB97M-V/def2-TZVPD, OMol25).

Element x y z (Å)
N (1.4433, -0.4368, -0.0413)
N (-1.6175, -1.0251, 0.0016)
N (1.6272, 0.8407, -0.0054)
C (-0.7478, 1.3666, 0.0801)
C (2.2604, -1.3626, 0.1171)
C (-0.9896, 0.0531, 0.0456)
C (0.8164, 1.7270, 0.0133)
H (3.3092, -1.1858, 0.0265)
H (2.0268, -2.4473, -0.1238)
H (-1.2600, -1.9704, 0.0223)
H (-2.7079, -0.9362, 0.0955)
H (0.9751, 2.8456, -0.0172)
H (-0.8973, 1.9142, -0.8661)
H (-1.0530, 1.7044, 1.0823)

As for the total charge: +2. The highest occupied orbital energy (spin up / spin down) is -19.4105 / -19.3978 eV. Its lowest unoccupied orbital energy (spin up / spin down) is -11.13 / -11.15 eV.

Per-atom Mulliken charges, elementary charge units:
1 N -0.07
2 N -0.22
3 N -0.12
4 C -0.12
5 C -0.15
6 C 0.36
7 C -0.06
8 H 0.33
9 H 0.28
10 H 0.29
11 H 0.38
12 H 0.42
13 H 0.33
14 H 0.36

=====

Which structure is the least stable? The one labeled A.

=====

A.
# C4H6F2O

An isolated molecule of C4H6F2O (ωB97M-V/def2-TZVPD, OMol25).

Element x y z (Å)
F (1.0428, -0.6617, 1.3208)
F (1.1648, -1.1163, -0.7193)
O (-1.3834, 1.1878, 0.0184)
C (1.4425, 1.2624, -0.1563)
C (-0.8524, 0.1121, 0.0247)
C (-1.6357, -1.2371, 0.0006)
C (0.9082, -0.0822, 0.1444)
H (-2.5286, -1.0344, 0.6145)
H (-1.0408, -2.0881, 0.3013)
H (1.8170, 1.2335, -1.1660)
H (0.7397, 1.9859, 0.1699)
H (2.1376, 1.5648, 0.5608)
H (-1.8120, -1.1268, -1.1139)

The highest occupied orbital energy is -9.3324 eV. Its lowest unoccupied orbital energy is 0.92 eV. Its structure (SMILES) is CC(=O)C(C)(F)F.

Per-atom Mulliken charges, elementary charge units:
1 F -0.29
2 F -0.31
3 O -0.52
4 C -1.30
5 C 0.42
6 C -0.93
7 C 0.99
8 H 0.32
9 H 0.30
10 H 0.33
11 H 0.34
12 H 0.41
13 H 0.25

=====

B.
# C4H6F2O

A cluster of 2 separate species, C4H6F2O in total (ωB97M-V/def2-TZVPD, OMol25).

Element x y z (Å)
F (0.5123, -2.1974, -0.4726)
F (3.1620, 0.1441, -0.1276)
O (-0.3199, 1.2157, -1.2819)
C (0.6134, -0.9409, -1.0004)
C (2.0652, 0.8348, 0.0646)
C (-0.3890, 0.0731, -0.8134)
C (-1.2639, -0.3515, 0.2723)
H (2.1333, 1.8423, -0.3693)
H (1.3465, -0.8199, -1.8087)
H (-0.7254, -1.0335, 0.9656)
H (1.6782, 0.7854, 1.0386)
H (-1.6946, 0.5765, 0.8065)
H (-2.1812, -0.7684, -0.0920)

The highest occupied orbital energy (spin up / spin down) is -9.1527 / -8.8940 eV. Its lowest unoccupied orbital energy (spin up / spin down) is 0.09 / -1.00 eV.

Per-atom Mulliken charges, elementary charge units:
1 F -0.25
2 F -0.22
3 O -0.63
4 C -0.30
5 C -0.25
6 C 0.69
7 C -1.04
8 H 0.29
9 H 0.46
10 H 0.29
11 H 0.31
12 H 0.31
13 H 0.35

=====

C.
# C4H6F2O

An isolated molecule of C4H6F2O (ωB97M-V/def2-TZVPD, OMol25).

Element x y z (Å)
F (-1.1340, 0.9961, 1.7891)
F (-1.4276, 1.4998, -0.2998)
O (0.2452, -1.3609, 1.1059)
C (-1.2362, 0.4716, 0.5549)
C (0.0313, -0.2686, 0.2626)
C (1.2160, 0.5271, -0.1680)
C (0.5267, -0.3148, -1.1665)
H (-0.1628, 0.1348, -1.8754)
H (0.9876, -1.2368, -1.4801)
H (2.1875, 0.2289, 0.1983)
H (1.1286, 1.5885, -0.2305)
H (-2.1252, -0.1639, 0.5937)
H (-0.2372, -2.1018, 0.7157)

The highest occupied orbital energy is -10.5197 eV. Its lowest unoccupied orbital energy is 0.80 eV. Its structure (SMILES) is OC1(C(F)F)CC1.

Per-atom Mulliken charges, elementary charge units:
1 F -0.27
2 F -0.28
3 O -0.54
4 C 0.16
5 C 0.62
6 C -0.62
7 C -0.67
8 H 0.21
9 H 0.29
10 H 0.27
11 H 0.21
12 H 0.23
13 H 0.38

=====

Which structure is the least stable? The one labeled B.

=====

A.
# C6H8N4O2

An isolated molecule of C6H8N4O2 (ωB97M-V/def2-TZVPD, OMol25).

Element x y z (Å)
O (-1.1211, -2.4195, -2.4094)
O (0.4386, -2.4600, -0.1900)
N (-1.0265, 1.0105, -1.2591)
N (-0.2700, 0.9067, -0.1714)
N (-0.0157, -1.3204, -0.4896)
N (-2.1736, 0.3079, -3.0988)
C (2.0166, 0.7863, 1.9496)
C (-0.9806, -1.3694, -1.8886)
C (0.3060, -0.2260, 0.3092)
C (1.1177, -0.3408, 1.5076)
C (-1.3658, 0.0055, -2.0357)
C (0.7832, 0.4783, 2.7303)
H (2.9741, 0.5199, 2.3692)
H (-0.0520, 1.1608, 2.6717)
H (0.8810, -0.0013, 3.6906)
H (2.0443, 1.6859, 1.3525)
H (-2.4611, 1.2561, -3.2422)
H (1.4594, -1.3596, 1.6509)
H (-2.4359, -0.4149, -3.7400)
H (-0.1185, 1.7940, 0.2932)

The highest occupied orbital energy (spin up / spin down) is -7.3340 / -7.3366 eV. Its lowest unoccupied orbital energy (spin up / spin down) is 0.27 / 0.27 eV. Its structure (SMILES) is Nc1n[nH]c(C2CC2)[n+]([O-])c1=O.

Per-atom Mulliken charges, elementary charge units:
1 O -0.49
2 O -0.74
3 N -1.18
4 N 0.46
5 N 0.34
6 N -0.41
7 C -0.61
8 C 0.68
9 C 0.47
10 C -0.24
11 C 0.11
12 C -0.57
13 H 0.27
14 H 0.24
15 H 0.26
16 H 0.23
17 H 0.22
18 H 0.55
19 H 0.19
20 H 0.24

=====

B.
# C6H8N4O2

An isolated molecule of C6H8N4O2 (ωB97M-V/def2-TZVPD, OMol25).

Element x y z (Å)
O (2.8043, 1.4222, 1.1860)
O (3.5963, 0.5333, -0.6031)
N (-2.6095, -0.9695, -0.2366)
N (-2.2802, 0.3880, 1.4955)
N (-1.1444, 0.2825, 0.7787)
N (2.6880, 0.8819, 0.1154)
C (-0.3600, -0.9214, -1.3008)
C (1.0776, -0.8072, -0.7932)
C (1.3575, 0.6175, -0.4093)
C (-1.3633, -0.5493, -0.2690)
C (0.0187, 0.9554, 1.1982)
C (-3.1271, -0.3772, 0.8546)
H (1.2297, -1.4561, 0.0723)
H (-0.5832, -1.9400, -1.6221)
H (1.0823, 1.3505, -1.1609)
H (-4.1412, -0.5224, 1.1627)
H (0.5473, 0.4858, 2.0196)
H (-0.4929, -0.2739, -2.1745)
H (1.7704, -1.1304, -1.5762)
H (-0.0702, 2.0306, 1.2626)

The highest occupied orbital energy is -9.9182 eV. Its lowest unoccupied orbital energy is -0.07 eV.

Per-atom Mulliken charges, elementary charge units:
1 O -0.56
2 O -0.57
3 N -0.70
4 N -1.20
5 N 0.88
6 N 1.02
7 C -0.42
8 C -0.50
9 C -0.47
10 C 0.52
11 C -0.46
12 C -0.18
13 H 0.30
14 H 0.30
15 H 0.32
16 H 0.45
17 H 0.33
18 H 0.25
19 H 0.35
20 H 0.36

=====

C.
# C6H8N4O2

An isolated molecule of C6H8N4O2 (ωB97M-V/def2-TZVPD, OMol25).

Element x y z (Å)
O (3.0270, -0.2349, -1.5956)
O (1.2586, 0.9039, -2.1855)
N (0.6251, -1.5631, 1.5243)
N (-0.3776, -0.6981, 1.1398)
N (2.6915, -2.0568, 0.7052)
N (1.8423, 0.0683, -1.4709)
C (-0.1825, -0.0070, -0.0134)
C (1.1035, -0.4147, -0.3729)
C (-1.2011, 0.8994, -0.6219)
C (1.5749, -1.3254, 0.6319)
C (-1.7962, 1.9320, 0.2305)
C (-2.6598, 0.8475, -0.3120)
H (2.6416, -2.7570, 1.4854)
H (-1.2304, -0.5735, 1.6495)
H (3.5575, -2.1144, 0.1382)
H (-1.0175, 1.2574, -1.6498)
H (-1.7578, 2.9789, 0.0544)
H (-1.7697, 1.6544, 1.2977)
H (-3.4145, 0.8859, -1.1414)
H (-2.9150, 0.3172, 0.5065)

The highest occupied orbital energy is -8.5623 eV. Its lowest unoccupied orbital energy is 0.07 eV. Its structure (SMILES) is Nc1n[nH]c(C2CC2)c1[N+](=O)[O-].

Per-atom Mulliken charges, elementary charge units:
1 O -0.64
2 O -0.63
3 N -1.07
4 N 0.43
5 N -0.42
6 N 0.92
7 C 0.00
8 C 0.32
9 C -0.29
10 C 0.29
11 C -0.48
12 C -0.64
13 H 0.25
14 H 0.19
15 H 0.21
16 H 0.48
17 H 0.32
18 H 0.22
19 H 0.26
20 H 0.27

=====

Which structure is the least stable? The one labeled C.